(1)
Entry from the OMol25 dataset: one molecule with the formula C10H16N2O4S in a non-equilibrium geometry (wB97M-V/def2-TZVPD).

Geometry (Å):
1 H -0.006865 -4.634313 -1.008223
2 O 0.086202 -1.984410 -1.219118
3 S 0.731882 2.523075 0.109403
4 N -0.025318 -0.448255 0.501546
5 H -1.700236 -2.586484 -3.997296
6 H 1.550466 -3.579705 -2.691782
7 H -0.585243 -0.076289 2.493140
8 H -1.091969 -4.897045 -2.447236
9 C 0.671524 -3.138000 -3.206567
10 O 1.027899 5.803685 3.337838
11 C 1.224647 3.969717 1.135637
12 H 0.338244 5.089790 5.336640
13 H -1.706674 -4.137044 -0.989254
14 C -0.686588 -1.354995 -0.288757
15 C -0.839187 -4.203681 -1.616199
16 N 0.573711 2.237308 2.700118
17 O -1.857094 -1.570268 -0.118225
18 C -1.586746 -2.160312 -2.999976
19 C -0.552983 0.445574 1.517497
20 C 0.242609 1.693276 1.553447
21 H 0.962057 -2.213452 -3.686923
22 O 0.612802 4.254475 4.907434
23 H -1.589682 0.703345 1.281586
24 H -2.557388 -2.247842 -2.468308
25 H 2.137172 4.503835 0.780755
26 H 0.375297 -3.871447 -3.981436
27 H -1.369572 -1.123272 -3.116275
28 H 2.389695 3.336841 2.833589
29 C -0.448773 -2.833200 -2.232904
30 H 0.977614 -0.354360 0.288574
31 C 0.932508 4.619114 3.654431
32 C 1.346908 3.521093 2.611400
33 H 0.423080 4.713246 1.025443

Atomic forces in eV per Å
H -0.5 0.4 -0.6
O 1.0 1.5 1.1
S 0.5 0.6 -0.1
N 2.4 -0.3 -1.5
H 0.1 -0.1 0.1
H -0.5 0.4 -0.2
H 0.2 0.6 -0.3
H 0.3 0.3 0.5
C 1.0 -0.2 0.1
O -0.4 -1.8 0.4
C 0.1 1.5 -0.2
H 0.3 -0.3 0.0
H -0.5 0.2 0.4
C -0.7 0.0 0.4
C 0.3 -0.1 -0.4
N -0.3 -0.5 -1.0
O -0.8 -0.3 -0.2
C -1.0 -0.8 0.7
C -0.8 -1.4 -0.1
C 1.2 2.0 3.4
H 0.3 0.2 -0.3
O -0.2 -0.1 -0.8
H 0.0 -0.1 -0.2
H 0.6 0.1 -0.3
H -0.6 -0.8 0.1
H -0.1 0.5 0.5
H 0.2 0.9 -0.1
H 0.3 -0.4 0.2
C -0.9 -1.9 -0.2
H -0.8 -0.1 0.3
C 0.6 1.6 -1.2
C -1.6 -1.1 -0.4
H 0.1 -0.2 0.1

Results
**Multiplicity**: 1
**F_max**: 4.076 eV/Å
**Frontier orbital gap**: 9.73 eV
**LUMO energy**: 0.5 eV
**Charge**: 0

(2)
Entry from the OMol25 dataset: C10H16N2PPbSe as an isolated structure in a non-equilibrium geometry (wB97M-V/def2-TZVPD).

Geometry (Å):
1 H 0.990745 -2.904490 -1.937600
2 H 0.145593 3.227068 -1.677663
3 C 0.366086 1.202573 3.687599
4 C -0.922878 -1.446944 -4.319071
5 H 3.036267 0.574765 3.202296
6 H -2.808863 -0.077961 1.339557
7 H 0.890883 1.809458 4.407248
8 N -0.983763 -0.013569 2.421611
9 C 0.775649 -0.799593 -2.873628
10 C 0.238649 -0.040253 1.796252
11 H 1.120034 2.938401 0.111497
12 C 2.460898 0.869966 2.316750
13 H -0.903069 -3.553027 -3.865917
14 H -0.947882 2.984227 0.045625
15 Pb -1.486864 -0.716301 -2.019599
16 C -2.157099 -0.729902 1.960577
17 H -1.654259 -1.430668 -5.169711
18 H -2.726242 -1.099937 2.834006
19 H 2.729076 0.179184 1.506084
20 H 0.138773 0.425125 -4.719926
21 N 1.054177 0.719925 2.587229
22 H 1.523975 -0.184406 -2.339247
23 P 0.092280 2.281441 -0.625118
24 C -0.545061 -2.578280 -3.537233
25 H 2.700115 1.890354 1.990806
26 H -1.729565 0.874529 4.268956
27 H -1.805196 -1.587121 1.374869
28 Se 0.793720 -0.916360 0.308106
29 C 0.516399 -2.210562 -2.631097
30 C -0.910014 0.734790 3.585974
31 C 0.007435 -0.422431 -4.029228

Atomic forces in eV per Å
H -0.1 0.5 -0.1
H 0.0 0.1 0.0
C -0.3 -0.5 -0.5
C 0.6 -0.4 -1.6
H -0.1 0.3 -0.2
H 0.4 -0.4 0.4
H -0.3 0.0 0.1
N 0.7 0.0 -0.2
C 1.1 -0.8 -0.5
C -0.4 0.9 1.9
H -0.1 -0.3 -0.1
C 0.8 0.0 -0.1
H 0.0 0.0 0.9
H 0.1 0.0 0.0
Pb -0.2 0.2 1.2
C -0.5 -0.1 0.0
H 0.9 -0.1 1.1
H 0.3 0.3 -0.5
H -0.1 0.3 0.3
H -0.1 0.0 1.0
N -0.8 -0.5 -0.5
H -0.6 -0.5 -0.6
P -0.2 0.8 -0.1
C 0.1 0.0 -0.4
H 0.0 -0.2 0.3
H -0.1 -0.1 -0.2
H -0.2 0.2 0.1
Se -0.4 -0.9 -0.3
C -1.1 0.6 -1.1
C 0.9 0.4 0.1
C -0.3 0.6 -0.3

Results
**Multiplicity**: 1
**F_max**: 2.118 eV/Å
**Frontier orbital gap**: 7.25 eV
**LUMO energy**: -3.3 eV
**Charge**: +1

(3)
Entry from the OMol25 dataset: C10H16N2PPdSe as an isolated structure in a non-equilibrium geometry (wB97M-V/def2-TZVPD).

Geometry (Å):
1 C 3.693060 0.902343 -2.228859
2 H 2.564324 0.506615 -4.160079
3 H -4.626444 0.302153 1.220298
4 N -2.853824 0.410461 0.020616
5 C -2.738761 1.113639 2.110748
6 H -0.612254 2.406476 2.973600
7 H -0.486876 -3.176166 2.531604
8 H -3.471477 -1.299935 -1.020591
9 C 2.848509 0.228721 -3.150704
10 H -2.928116 1.403886 3.123023
11 P 0.108311 -2.047113 1.851807
12 Pd -0.475710 -1.173687 -0.214435
13 H 0.143361 0.813326 2.817474
14 Se -0.179366 1.103018 -1.061664
15 C -0.316325 1.637036 2.256397
16 H 3.467450 -2.145591 -0.800339
17 C -3.354788 -0.214687 -1.174716
18 H 5.011270 0.093555 -0.604369
19 C 3.406531 -1.254237 -1.424368
20 H 0.137278 -1.123954 2.933934
21 C -3.590098 0.606895 1.177838
22 H 4.005694 1.958257 -2.307686
23 H -4.323701 0.224621 -1.459949
24 H -2.650736 -0.044307 -2.012231
25 C 2.461633 -1.045647 -2.509884
26 N -1.484626 1.190481 1.546744
27 H 1.581122 -1.599785 -2.781171
28 C 4.236386 -0.065561 -1.336264
29 C -1.499147 0.632452 0.266690
30 H 0.406085 2.099596 1.572703
31 H 1.521237 -2.442863 1.843831

Atomic forces in eV per Å
C 0.9 0.1 -1.2
H -0.2 0.3 0.4
H 0.1 0.3 0.1
N -2.4 0.6 0.3
C 1.0 -0.1 -0.5
H 0.0 -0.1 -0.1
H 0.4 0.7 -0.5
H 0.0 0.2 -0.1
C 0.0 0.2 2.1
H 0.0 0.1 0.2
P 1.3 -1.0 0.4
Pd 0.6 -0.6 0.2
H 0.1 0.3 -0.2
Se 0.0 0.5 -0.2
C 0.3 0.3 0.4
H 0.0 0.4 -0.2
C -0.2 -0.2 -0.7
H 0.1 0.1 -0.1
C -2.4 -0.1 -2.5
H -0.1 -0.4 -0.4
C 0.6 -0.4 -1.5
H 0.1 -0.9 -0.2
H 0.3 -0.2 0.2
H -0.4 -0.1 0.5
C 3.0 -0.1 2.3
N -0.9 1.0 1.6
H 0.2 -0.5 -0.2
C -1.9 0.6 -0.3
C 0.8 -0.9 -0.3
H -0.2 -0.3 0.1
H -1.1 0.2 0.3

Results
**Multiplicity**: 5
**F_max**: 3.731 eV/Å
**Frontier orbital gap (spin up / spin down)**: 5.43 / 4.71 eV
**LUMO energy (spin up / spin down)**: -3.1 / -5.8 eV
**Charge**: +1

(4)
Entry from the OMol25 dataset: a 2-piece molecular cluster, C10H16N3O overall in a non-equilibrium geometry (wB97M-V/def2-TZVPD).

Geometry (Å):
1 H 2.602520 3.711246 1.679836
2 C -2.425104 -1.338329 -0.978112
3 C -3.388862 -1.128328 -1.839541
4 H -2.491749 -3.180130 0.248866
5 H 4.131524 2.097717 -1.310360
6 H -4.325920 -2.592887 1.445208
7 C 3.170341 2.807174 1.375000
8 H -4.438933 -1.430005 -1.821517
9 H -1.356031 -1.074734 -1.125412
10 H 4.073510 3.150017 0.919432
11 H -1.817035 -1.926240 1.075054
12 H -3.111617 -0.678040 -2.847862
13 C 1.260895 1.872421 0.211822
14 H 0.795027 2.524147 1.025689
15 H 4.359562 0.949711 0.063634
16 N -2.788260 1.514958 0.283155
17 C 0.407850 1.084329 -0.556111
18 C 2.628021 2.032078 0.284231
19 C -4.113367 -1.831570 0.769386
20 N -1.940312 1.843435 -0.633731
21 H 3.408974 2.233119 2.284189
22 C -3.797976 1.891028 0.825791
23 H -4.159442 -0.809599 1.241485
24 H 3.188265 0.592007 -1.173988
25 H 0.930355 0.369868 -1.281880
26 C 3.618915 1.310962 -0.577387
27 O -4.695515 2.173565 1.482108
28 N -0.869665 1.325270 -0.572658
29 C -2.605712 -2.038540 0.307962
30 H -4.595186 -1.818647 -0.158441

Atomic forces in eV per Å
H 0.0 -0.8 -0.2
C 1.8 -0.6 1.0
C 0.2 1.1 -3.5
H -0.2 1.3 -0.8
H -1.0 -1.5 1.6
H -1.1 -1.1 1.1
C 0.5 1.7 0.6
H 0.6 0.1 0.3
H -0.9 0.0 -0.7
H 1.2 0.6 0.5
H -0.5 1.0 -0.2
H -0.4 -0.4 1.4
C 0.5 2.7 3.1
H 0.0 -1.0 -1.4
H 1.4 -0.8 0.8
N 0.0 -1.7 1.2
C -0.2 -0.1 -2.3
C -2.1 -2.5 -1.1
C 3.6 2.3 0.5
N -0.4 1.8 -1.1
H -0.1 -0.1 -0.5
C -0.7 0.9 0.1
H -0.4 -1.1 -0.3
H -0.8 -1.8 -1.3
H -1.6 0.5 1.0
C 0.2 4.1 -0.9
O -0.1 -0.1 -0.1
N 3.2 -1.7 0.0
C -1.2 -2.4 1.5
H -1.6 -0.4 -0.4

Results
**Multiplicity**: 1
**F_max**: 4.307 eV/Å
**Frontier orbital gap**: 7.52 eV
**LUMO energy**: -5.0 eV
**Charge**: +1

What did the first record say?
Entry from the OMol25 dataset: one molecule with the formula C10H16N2O4S in a non-equilibrium geometry (wB97M-V/def2-TZVPD).

Geometry (Å):
1 H -0.006865 -4.634313 -1.008223
2 O 0.086202 -1.984410 -1.219118
3 S 0.731882 2.523075 0.109403
4 N -0.025318 -0.448255 0.501546
5 H -1.700236 -2.586484 -3.997296
6 H 1.550466 -3.579705 -2.691782
7 H -0.585243 -0.076289 2.493140
8 H -1.091969 -4.897045 -2.447236
9 C 0.671524 -3.138000 -3.206567
10 O 1.027899 5.803685 3.337838
11 C 1.224647 3.969717 1.135637
12 H 0.338244 5.089790 5.336640
13 H -1.706674 -4.137044 -0.989254
14 C -0.686588 -1.354995 -0.288757
15 C -0.839187 -4.203681 -1.616199
16 N 0.573711 2.237308 2.700118
17 O -1.857094 -1.570268 -0.118225
18 C -1.586746 -2.160312 -2.999976
19 C -0.552983 0.445574 1.517497
20 C 0.242609 1.693276 1.553447
21 H 0.962057 -2.213452 -3.686923
22 O 0.612802 4.254475 4.907434
23 H -1.589682 0.703345 1.281586
24 H -2.557388 -2.247842 -2.468308
25 H 2.137172 4.503835 0.780755
26 H 0.375297 -3.871447 -3.981436
27 H -1.369572 -1.123272 -3.116275
28 H 2.389695 3.336841 2.833589
29 C -0.448773 -2.833200 -2.232904
30 H 0.977614 -0.354360 0.288574
31 C 0.932508 4.619114 3.654431
32 C 1.346908 3.521093 2.611400
33 H 0.423080 4.713246 1.025443

Atomic forces in eV per Å
H -0.5 0.4 -0.6
O 1.0 1.5 1.1
S 0.5 0.6 -0.1
N 2.4 -0.3 -1.5
H 0.1 -0.1 0.1
H -0.5 0.4 -0.2
H 0.2 0.6 -0.3
H 0.3 0.3 0.5
C 1.0 -0.2 0.1
O -0.4 -1.8 0.4
C 0.1 1.5 -0.2
H 0.3 -0.3 0.0
H -0.5 0.2 0.4
C -0.7 0.0 0.4
C 0.3 -0.1 -0.4
N -0.3 -0.5 -1.0
O -0.8 -0.3 -0.2
C -1.0 -0.8 0.7
C -0.8 -1.4 -0.1
C 1.2 2.0 3.4
H 0.3 0.2 -0.3
O -0.2 -0.1 -0.8
H 0.0 -0.1 -0.2
H 0.6 0.1 -0.3
H -0.6 -0.8 0.1
H -0.1 0.5 0.5
H 0.2 0.9 -0.1
H 0.3 -0.4 0.2
C -0.9 -1.9 -0.2
H -0.8 -0.1 0.3
C 0.6 1.6 -1.2
C -1.6 -1.1 -0.4
H 0.1 -0.2 0.1

Results
**Multiplicity**: 1
**F_max**: 4.076 eV/Å
**Frontier orbital gap**: 9.73 eV
**LUMO energy**: 0.5 eV
**Charge**: 0